Here is C52H82FN9NbS2 as an isolated structure at a distorted geometry from OMol25. Energies are from ωB97M-V/def2-TZVPD.

Last column: Löwdin charge in e.
CARTESIAN COORDINATES (ANGSTROEM)
1 C -10.2032 2.7511 6.3846  -0.113
2 C -11.0795 3.1475 5.0241  -0.273
3 N -10.2375 2.9794 3.7785  -0.265
4 C -10.8168 3.6874 2.5738  -0.243
5 C -12.4460 3.8718 2.5908  -0.137
6 C -9.8771 1.5370 3.4994  -0.926
7 S -11.0069 0.2362 3.4346  0.577
8 S -8.0211 1.1975 3.1966  0.774
9 C -7.6117 -0.5996 3.5305  -0.482
10 C -6.7719 -1.1506 2.1952  -0.366
11 C -5.1794 -1.4874 2.5532  -0.445
12 Nb -3.8251 0.2171 1.8766  1.369
13 F -4.5957 0.0755 -0.0943  -0.603
14 C -2.1066 -1.1710 1.2919  -0.437
15 C -0.6900 -0.3427 1.0701  -0.323
16 C 0.5050 -1.4648 1.0346  -0.232
17 C 1.0822 -1.6926 -0.4823  -0.226
18 C 2.7036 -1.3436 -0.6286  -0.220
19 C 2.8136 0.2931 -0.5953  -0.214
20 C 3.5318 0.8794 -1.9882  -0.225
21 C 2.4581 1.2024 -3.1845  -0.224
22 C 3.1168 1.4626 -4.6634  -0.229
23 C 3.2601 3.0853 -5.0463  -0.204
24 C 4.0211 3.7516 -3.7339  -0.213
25 C 4.9440 5.0777 -4.1137  -0.158
26 N 6.1231 5.0163 -3.1186  -0.197
27 C 5.6825 4.9090 -1.6435  -0.072
28 C 7.0302 4.7960 -0.7159  -0.073
29 C 8.2301 4.8660 -1.8444  -0.098
30 C 7.6132 4.9971 -3.3793  -0.030
31 H -10.4790 3.4383 7.3156  0.079
32 H -9.0564 2.8326 6.1217  0.083
33 H -10.4256 1.6288 6.6618  0.072
34 H -12.0646 2.5152 4.9989  0.093
35 H -11.3263 4.3016 5.1271  0.130
36 H -10.5311 3.0701 1.5961  0.130
37 H -10.2674 4.7380 2.5067  0.129
38 H -13.0362 2.9679 3.0430  0.072
39 H -12.7899 3.9587 1.4516  0.085
40 H -12.7000 4.9056 3.0869  0.075
41 H -6.8497 -0.6065 4.4458  0.084
42 H -8.5468 -1.2789 3.7680  0.066
43 H -7.3262 -2.1004 1.7448  0.100
44 H -6.8515 -0.2935 1.3719  0.056
45 H -4.9452 -2.5338 2.0352  0.050
46 H -5.0419 -1.6742 3.7218  0.025
47 H -5.1523 1.4149 2.3276  -0.160
48 H -2.8464 1.6772 1.3364  -0.152
49 H -3.0879 0.2989 3.5475  -0.138
50 H -1.9920 -1.9947 2.1214  0.026
51 H -2.3872 -1.6393 0.2515  0.054
52 H -0.7587 0.2415 0.0490  0.093
53 H -0.5032 0.4358 1.9261  0.067
54 H 0.0670 -2.4843 1.4444  0.090
55 H 1.4220 -1.1975 1.7280  0.101
56 H 0.4403 -1.0496 -1.2468  0.109
57 H 0.9684 -2.8160 -0.7879  0.095
58 H 3.3374 -1.8220 0.2539  0.108
59 H 3.1760 -1.7765 -1.6263  0.105
60 H 1.8165 0.8557 -0.3569  0.110
61 H 3.5600 0.5699 0.2957  0.110
62 H 4.0195 1.9117 -1.6388  0.088
63 H 4.4443 0.2023 -2.3195  0.118
64 H 1.7054 2.0708 -2.8680  0.127
65 H 1.7751 0.2302 -3.2906  0.114
66 H 4.1945 0.9533 -4.7219  0.118
67 H 2.4352 0.9510 -5.4801  0.104
68 H 3.9307 3.1559 -6.0231  0.109
69 H 2.1691 3.5326 -5.2241  0.118
70 H 4.8123 2.9242 -3.3930  0.119
71 H 3.2634 4.0317 -2.8765  0.109
72 H 4.3251 6.0694 -3.9493  0.127
73 H 5.3317 5.0154 -5.2175  0.122
74 H 4.5662 4.8707 -1.2280  0.111
75 H 7.0550 4.6730 0.4471  0.074
76 H 9.3653 4.7821 -1.5445  0.064
77 H 8.1529 5.0529 -4.4164  0.086
78 N -2.1261 -5.5363 3.2986  -0.004
79 C -2.8840 -6.5119 2.7051  -0.151
80 C -4.1946 -6.3209 3.0821  -0.113
81 C -4.2291 -5.1867 3.9279  -0.115
82 C -2.9386 -4.7203 4.0421  -0.139
83 H -1.1241 -5.4338 3.2022  0.125
84 H -2.4269 -7.2574 2.0683  0.101
85 H -5.0352 -6.9318 2.7795  0.090
86 H -5.1015 -4.7560 4.4022  0.094
87 H -2.5298 -3.8807 4.5883  0.110
88 N 0.3561 4.8402 2.0384  -0.007
89 C -0.5593 4.6022 3.0304  -0.140
90 C -0.2323 3.4084 3.6339  -0.111
91 C 0.9245 2.9119 2.9870  -0.125
92 C 1.2679 3.8172 2.0080  -0.153
93 H 0.3589 5.6450 1.4254  0.143
94 H -1.3638 5.3000 3.2204  0.105
95 H -0.7682 2.9459 4.4525  0.093
96 H 1.4508 1.9932 3.2115  0.088
97 H 2.0801 3.8204 1.2933  0.095
98 N 10.5648 6.9152 -8.1550  0.001
99 C 10.2006 7.5112 -6.9757  -0.142
100 C 10.1753 6.5412 -5.9986  -0.128
101 C 10.5431 5.3183 -6.6089  -0.119
102 C 10.7808 5.5789 -7.9399  -0.141
103 H 10.6602 7.3877 -9.0445  0.138
104 H 9.9895 8.5713 -6.9332  0.104
105 H 9.9209 6.6977 -4.9584  0.083
106 H 10.6262 4.3517 -6.1290  0.092
107 H 11.0832 4.9293 -8.7504  0.102
108 N 11.0860 6.9045 -12.3388  -0.008
109 C 9.7160 6.9068 -12.2972  -0.151
110 C 9.2897 5.5987 -12.2395  -0.113
111 C 10.4434 4.7788 -12.2404  -0.117
112 C 11.5386 5.6113 -12.2993  -0.148
113 H 11.6714 7.7281 -12.3898  0.146
114 H 9.1632 7.8365 -12.3138  0.105
115 H 8.2591 5.2705 -12.1997  0.094
116 H 10.4722 3.6975 -12.2015  0.093
117 H 12.5983 5.3947 -12.3178  0.105
118 N 1.1465 -6.9318 4.5134  0.007
119 C 2.4666 -6.8354 4.8689  -0.135
120 C 2.9931 -8.1074 4.8997  -0.129
121 C 1.9554 -9.0020 4.5444  -0.116
122 C 0.8271 -8.2489 4.3083  -0.135
123 H 0.5081 -6.1529 4.4165  0.128
124 H 2.9168 -5.8727 5.0706  0.108
125 H 4.0145 -8.3633 5.1498  0.079
126 H 2.0240 -10.0795 4.4683  0.089
127 H -0.1733 -8.5368 4.0141  0.106
128 N 5.9631 -9.9608 3.5443  0.003
129 C 7.2832 -9.8644 3.8999  -0.143
130 C 7.8097 -11.1364 3.9307  -0.122
131 C 6.7720 -12.0310 3.5754  -0.121
132 C 5.6437 -11.2779 3.3393  -0.142
133 H 5.3246 -9.1819 3.4474  0.128
134 H 7.7334 -8.9016 4.1016  0.105
135 H 8.8311 -11.3923 4.1807  0.088
136 H 6.8406 -13.1085 3.4993  0.088
137 H 4.6433 -11.5658 3.0450  0.105
138 N -12.5262 -2.7772 2.5086  0.005
139 C -12.8273 -3.5549 3.5962  -0.142
140 C -13.5598 -4.6352 3.1573  -0.127
141 C -13.7003 -4.5076 1.7547  -0.128
142 C -13.0500 -3.3530 1.3804  -0.142
143 H -11.9991 -1.9140 2.5342  0.034
144 H -12.4968 -3.2730 4.5870  0.106
145 H -13.9497 -5.4301 3.7799  0.085
146 H -14.2194 -5.1852 1.0893  0.085
147 H -12.9167 -2.8925 0.4106  0.105

Atoms 1-3, force components in eV/Å:
-0.061 -0.439 -0.465
0.330 0.472 1.520
-0.342 -1.755 -0.229

Computed properties:
- Net charge: -1
- LUMO energy: 1.33 eV